Record 1
Below is a structure of composition C44H51GeINO8STi, with properties calculated with wB97M-V/def2-TZVPD.

Element x y z (Å)
Ti (0.44931, -0.19027, 0.36361)
O (3.56059, -0.06725, 1.73266)
S (2.62356, 0.97289, 1.37874)
O (3.03836, 2.31929, 1.74539)
O (1.25204, 0.65000, 2.01803)
O (2.23568, 0.90250, -0.07975)
C (-1.17956, -6.30933, 1.01483)
C (-1.68302, -5.46464, -0.14503)
C (-2.58561, -6.23792, -1.08380)
O (-0.56409, -4.95082, -0.86646)
C (-0.50481, -3.52857, -0.71837)
C (-1.42033, -3.30418, 0.50105)
O (-2.39057, -4.33648, 0.31382)
C (-2.11495, -1.95261, 0.79757)
O (-1.12490, -1.05599, 1.15300)
C (-2.98739, -1.37324, -0.32464)
C (-3.48187, -0.08508, -0.11586)
C (-4.25468, 0.55514, -1.06732)
C (-4.56723, -0.09245, -2.25839)
C (-4.11115, -1.38284, -2.46587)
C (-3.33339, -2.02188, -1.50319)
C (-3.01786, -2.20327, 2.02304)
C (-4.29780, -2.73744, 1.90245)
C (-5.06981, -2.98080, 3.02775)
C (-4.57171, -2.69441, 4.29271)
C (-3.29813, -2.16142, 4.41895)
C (-2.52610, -1.91602, 3.28970)
C (0.95909, -3.04484, -0.59679)
O (0.88659, -1.65139, -0.67075)
C (1.82023, -3.45090, -1.79985)
C (1.39341, -4.22866, -2.86593)
C (2.24423, -4.47623, -3.94101)
C (3.52402, -3.95060, -3.95834)
C (3.95427, -3.16395, -2.89402)
C (3.10958, -2.91522, -1.82796)
C (1.59747, -3.56217, 0.69195)
C (1.65693, -2.81466, 1.86165)
C (2.21708, -3.34671, 3.01584)
C (2.71170, -4.64074, 3.02483)
C (2.65141, -5.39971, 1.86380)
C (2.10505, -4.86127, 0.70994)
H (-0.52264, -7.09566, 0.64142)
H (-2.02134, -6.76134, 1.54117)
H (-0.60999, -5.69313, 1.70979)
H (-2.07931, -7.13597, -1.43834)
H (-2.84229, -5.61292, -1.93900)
H (-3.49960, -6.52598, -0.56384)
H (-0.90078, -3.04145, -1.61284)
H (-0.84245, -3.50704, 1.40882)
H (-3.24482, 0.40994, 0.81840)
H (-4.62176, 1.55741, -0.87784)
H (-5.17142, 0.40243, -3.00888)
H (-4.36116, -1.90602, -3.38112)
H (-3.01877, -3.04053, -1.67237)
H (-4.69131, -2.96460, 0.91966)
H (-6.06493, -3.39500, 2.91730)
H (-5.17563, -2.88260, 5.17215)
H (-2.90061, -1.93014, 5.39981)
H (-1.53548, -1.48889, 3.37310)
H (0.40144, -4.65721, -2.86371)
H (1.89625, -5.08623, -4.76629)
H (4.18392, -4.14576, -4.79494)
H (4.94935, -2.73655, -2.89937)
H (3.43411, -2.28245, -1.00949)
H (1.26580, -1.80733, 1.94486)
H (2.27279, -2.72936, 3.90291)
H (3.15134, -5.05134, 3.92547)
H (3.04066, -6.41074, 1.85131)
H (2.07407, -5.45324, -0.19601)
C (1.43580, 9.04475, 1.43035)
C (1.11113, 7.64883, 1.94628)
C (2.35009, 6.76913, 2.07765)
C (2.02482, 5.31420, 2.42827)
Ge (1.40515, 4.25099, 0.87887)
C (2.74348, 4.32656, -0.56891)
C (2.58744, 5.52137, -1.52044)
C (2.74781, 5.14300, -2.99010)
C (2.68367, 6.34692, -3.92087)
H (0.54926, 9.68016, 1.38893)
H (1.85896, 8.99472, 0.42423)
H (2.17109, 9.53866, 2.07071)
H (0.39169, 7.16350, 1.28016)
H (0.62281, 7.71868, 2.92391)
H (3.00751, 7.20254, 2.84193)
H (2.91854, 6.81762, 1.14104)
H (1.27282, 5.27320, 3.22042)
H (2.90391, 4.78946, 2.80615)
H (0.13734, 5.00434, 0.27116)
H (2.65186, 3.38007, -1.10925)
H (3.72775, 4.29617, -0.09980)
H (3.32427, 6.29483, -1.27577)
H (1.60853, 6.00035, -1.39605)
H (1.96347, 4.42624, -3.25518)
H (3.69540, 4.61274, -3.12456)
H (1.73882, 6.88258, -3.79968)
H (2.77147, 6.05617, -4.96930)
H (3.48891, 7.05202, -3.70136)
I (-3.04772, 4.35937, 1.24328)
C (-2.08201, 3.18998, -0.17293)
C (-2.15167, 3.48371, -1.52331)
C (-1.48786, 2.65999, -2.41845)
C (-0.77590, 1.57871, -1.93555)
N (-0.72184, 1.29807, -0.63421)
C (-1.35413, 2.08807, 0.23852)
H (-2.71542, 4.33876, -1.87125)
H (-1.51980, 2.85446, -3.48110)
H (-0.23053, 0.90995, -2.58900)
H (-1.27805, 1.81501, 1.28503)

Cartesian forces, eV/Å:
0.262 -0.247 0.061
0.032 0.160 -0.007
0.378 0.079 0.208
-0.103 -0.018 0.017
-0.297 -0.280 -0.097
-0.225 -0.014 -0.177
-0.008 0.001 -0.001
0.006 0.025 0.019
0.008 -0.017 -0.008
-0.028 -0.012 -0.009
0.037 -0.013 0.094
-0.034 0.041 -0.009
-0.001 -0.011 -0.016
-0.023 0.017 0.028
0.132 0.171 -0.006
0.023 -0.002 -0.028
-0.042 -0.027 -0.003
-0.032 -0.024 0.014
0.001 -0.005 -0.001
0.004 -0.002 -0.007
-0.002 -0.002 0.025
-0.018 -0.039 -0.007
0.012 0.009 0.004
-0.006 0.000 -0.001
-0.008 -0.001 -0.005
0.002 0.011 -0.010
0.012 -0.004 0.009
-0.192 0.100 -0.252
-0.022 -0.036 0.373
0.058 0.008 0.041
-0.012 0.021 -0.007
0.000 -0.008 0.000
0.001 -0.002 0.005
0.003 0.002 0.006
-0.007 -0.018 -0.028
0.004 -0.045 -0.028
0.001 -0.013 0.054
0.017 -0.012 0.002
0.001 0.005 -0.001
-0.001 0.001 -0.002
0.015 -0.006 0.021
-0.001 -0.001 -0.003
-0.001 0.008 0.003
0.009 -0.014 0.005
0.005 0.006 -0.006
-0.009 0.004 0.006
0.003 -0.006 0.002
-0.031 -0.005 -0.027
0.015 0.001 -0.003
-0.041 -0.039 -0.002
-0.001 -0.003 -0.001
0.001 0.002 -0.001
0.000 0.000 0.000
0.017 -0.023 0.000
0.000 -0.005 -0.002
0.000 0.001 0.001
0.000 0.002 0.000
-0.001 0.001 0.000
0.002 -0.001 0.002
0.013 -0.006 -0.006
0.002 0.001 0.000
0.000 0.001 0.000
0.001 -0.004 -0.003
-0.003 -0.005 0.001
0.072 -0.105 -0.102
-0.003 -0.001 0.003
0.000 -0.001 -0.001
0.000 0.000 0.004
-0.010 0.006 0.003
0.009 0.001 -0.003
-0.010 0.008 0.004
0.018 0.016 0.005
0.022 -0.050 -0.011
-0.088 0.030 0.030
-0.066 -0.054 -0.030
0.037 0.005 -0.023
0.017 -0.020 -0.007
-0.005 0.004 -0.006
-0.007 -0.001 -0.005
0.001 0.002 0.000
-0.003 0.002 0.006
0.024 0.018 -0.005
-0.007 -0.008 0.002
-0.017 0.015 0.012
0.001 -0.036 0.004
-0.015 0.021 0.009
-0.003 -0.014 -0.057
0.087 -0.002 0.017
-0.027 0.020 0.007
0.000 0.011 0.007
-0.007 0.004 0.029
-0.011 -0.014 -0.019
0.001 -0.007 0.008
0.011 0.022 0.001
-0.004 -0.001 -0.001
0.001 0.000 -0.005
0.001 0.000 0.001
0.009 -0.014 -0.011
-0.005 -0.009 -0.052
-0.027 0.007 0.032
-0.009 -0.018 -0.042
0.013 -0.053 0.034
-0.002 0.361 -0.027
0.035 0.103 -0.049
0.011 0.010 0.000
0.007 0.003 0.002
0.011 0.010 -0.007
0.010 0.018 0.001

Output
HOMO level (alpha / beta), eV: -4.18 / -6.48
Gap between HOMO and LUMO (alpha / beta), eV: 6.08 / 8.38
2S+1: 3
Total charge: -1

=====

Record 2
Below is a structure of composition C44H51GeN5O3PSeZn, with properties calculated with wB97M-V/def2-TZVPD.

Element x y z (Å)
Zn (1.73443, 0.83244, -1.77985)
C (-1.00696, -1.99382, 5.19308)
O (-1.62470, -0.71288, 5.25341)
C (-0.80294, 0.38042, 5.31534)
C (-0.89113, 1.20749, 6.42623)
C (-0.09530, 2.33490, 6.53569)
C (0.81281, 2.63964, 5.53264)
C (0.88476, 1.84399, 4.40118)
C (0.06312, 0.72582, 4.27411)
N (0.09716, -0.06522, 3.10062)
C (-0.10311, 0.38004, 1.83020)
N (-0.28392, 1.71525, 1.68920)
C (-0.04892, 2.58201, 0.57007)
C (0.83191, 2.70699, -1.38147)
C (0.58645, 4.05037, -1.96753)
C (-0.18436, 4.97372, -1.37523)
C (-0.74753, 4.92131, -0.02816)
C (-0.63623, 3.93719, 0.87634)
O (-1.08514, 4.06416, 2.16125)
C (-0.39087, 5.00143, 2.99166)
N (-0.20606, -0.44228, 0.83826)
C (-0.00050, -1.80330, 1.17012)
C (1.26352, -2.28495, 1.47723)
C (1.43973, -3.59323, 1.90645)
C (0.34192, -4.42429, 2.02998)
C (-0.93001, -3.96918, 1.70381)
C (-1.11227, -2.66137, 1.27272)
O (-2.30142, -2.08790, 0.98443)
C (-3.48353, -2.84392, 1.16305)
H (-1.51054, -2.63221, 5.91817)
H (0.05498, -1.94605, 5.44359)
H (-1.13242, -2.43844, 4.20010)
H (-1.61151, 0.95011, 7.18969)
H (-0.16786, 2.96204, 7.41303)
H (1.46633, 3.49624, 5.62500)
H (1.58965, 2.07498, 3.61088)
H (-0.01109, -1.06176, 3.20704)
H (-0.37875, 2.23818, 2.54808)
H (1.07587, 4.29242, -2.90135)
H (-0.31431, 5.92347, -1.87885)
H (-1.23440, 5.82843, 0.30819)
H (-0.61207, 6.03264, 2.71394)
H (0.68752, 4.83821, 2.92956)
H (-0.73960, 4.80423, 4.00290)
H (2.10330, -1.60673, 1.38712)
H (2.43043, -3.94257, 2.16405)
H (0.47451, -5.43846, 2.38134)
H (-1.77698, -4.63354, 1.80482)
H (-4.29469, -2.19467, 0.84135)
H (-3.62679, -3.11460, 2.21323)
H (-3.48093, -3.74950, 0.54997)
N (-0.47305, 2.16872, -0.81456)
P (-0.90099, 0.53484, -1.56455)
C (-1.17686, 1.45163, -3.18526)
C (-2.03447, 2.53820, -3.36264)
C (-2.04468, 3.24169, -4.55541)
C (-1.22344, 2.84823, -5.60319)
C (-0.40058, 1.74242, -5.45957)
C (-0.37911, 1.05469, -4.25450)
C (-2.67386, 0.53820, -1.09817)
C (-3.54528, -0.06475, -2.00500)
C (-4.91461, 0.02087, -1.82533)
C (-5.43066, 0.70730, -0.73374)
C (-4.56896, 1.27067, 0.19283)
C (-3.19361, 1.18224, 0.01993)
C (1.51763, 2.68723, 0.00093)
C (2.26940, 3.86942, 0.46721)
C (3.21136, 3.71056, 1.42177)
C (3.61036, 2.39868, 1.83249)
C (3.13765, 1.33683, 1.11793)
N (2.18293, 1.43790, 0.17399)
H (-1.27664, 2.73408, -1.10195)
H (-2.71667, 2.83995, -2.57219)
H (-2.68188, 4.10995, -4.65988)
H (-1.23698, 3.39648, -6.53506)
H (0.23799, 1.43260, -6.27602)
H (0.26273, 0.18486, -4.13736)
H (-3.13735, -0.59300, -2.85900)
H (-5.58401, -0.43423, -2.54250)
H (-6.50030, 0.80292, -0.60703)
H (-4.96391, 1.79719, 1.05149)
H (-2.54364, 1.61633, 0.76593)
H (2.04112, 4.83337, 0.03729)
H (3.72472, 4.57170, 1.83075)
H (4.33475, 2.26799, 2.62112)
H (3.53347, 0.33759, 1.27395)
C (3.39110, -5.55279, -2.37176)
Ge (2.04528, -5.04379, -3.71906)
C (0.19952, -5.04637, -3.03106)
C (2.22530, -6.26663, -5.25613)
C (2.31791, -3.10538, -4.20087)
Se (2.32789, -1.98466, -2.57796)
C (4.23832, -2.07622, -2.18008)
H (3.26357, -6.59742, -2.09082)
H (3.29328, -4.94808, -1.47232)
H (4.39611, -5.43462, -2.77587)
H (-0.01110, -5.93753, -2.44286)
H (-0.50055, -5.01522, -3.86569)
H (0.03832, -4.16716, -2.40871)
H (1.91972, -7.25815, -4.92232)
H (3.25437, -6.33596, -5.60295)
H (1.58897, -5.98480, -6.09224)
H (1.46622, -2.77038, -4.79328)
H (3.23253, -2.88812, -4.74950)
H (4.44077, -2.94092, -1.55418)
H (4.51863, -1.16081, -1.66487)
H (4.77969, -2.15559, -3.11888)

Cartesian forces, eV/Å:
0.417 0.043 0.618
-0.015 -0.172 0.010
-0.037 0.205 -0.121
0.017 0.138 0.076
-0.070 -0.086 -0.003
0.060 0.022 0.018
-0.069 0.051 -0.050
0.057 -0.065 0.142
0.054 -0.074 -0.101
0.062 0.199 0.685
-0.019 -0.633 -0.533
-0.161 0.754 -0.462
1.063 -1.006 0.980
0.655 -0.656 -0.529
-0.023 0.122 -0.235
0.395 -0.025 -0.151
-0.098 -0.081 0.308
-0.228 0.173 -0.231
0.024 -0.009 -0.234
0.110 0.172 0.118
0.011 0.188 -0.208
-0.145 0.204 -0.221
-0.072 -0.137 -0.206
0.146 0.025 0.034
0.091 -0.090 -0.053
-0.194 -0.063 -0.045
0.299 0.136 0.084
-0.118 0.088 -0.107
-0.041 -0.058 -0.014
0.044 -0.018 -0.012
0.000 0.047 0.012
0.014 0.019 0.022
0.021 -0.037 0.075
-0.017 0.010 0.029
0.008 0.033 0.009
0.060 -0.057 0.008
-0.017 0.093 0.027
-0.182 0.004 -0.068
-0.106 0.003 -0.093
-0.039 -0.016 -0.066
-0.023 -0.006 0.051
-0.080 -0.036 -0.050
-0.029 -0.028 0.002
0.030 0.072 -0.024
0.007 0.025 0.053
-0.001 -0.062 -0.007
-0.051 -0.032 -0.009
-0.008 0.000 0.010
-0.011 -0.035 0.027
0.020 -0.010 -0.021
0.012 0.020 0.008
-0.926 -0.077 0.289
-0.546 1.107 -0.360
0.168 -0.496 0.031
-0.047 -0.078 0.068
-0.007 0.006 0.072
0.001 -0.041 -0.038
0.047 0.040 -0.050
-0.007 -0.054 0.064
0.016 -0.368 0.128
0.104 -0.075 0.076
-0.041 -0.064 -0.015
0.039 -0.012 0.013
-0.018 0.053 0.013
0.090 -0.041 -0.010
-1.137 0.519 0.531
0.311 0.023 0.154
-0.169 -0.082 -0.310
-0.076 -0.162 0.194
0.105 0.054 0.340
0.155 -0.537 -1.225
0.085 0.175 0.156
0.028 0.015 0.025
-0.058 -0.043 -0.034
0.019 0.023 -0.016
-0.024 -0.046 -0.016
0.059 0.044 -0.056
-0.101 0.037 -0.094
0.010 -0.024 -0.026
-0.020 -0.030 0.007
0.008 -0.010 0.023
0.062 0.020 0.045
0.024 0.064 0.057
0.039 0.034 -0.044
0.072 -0.103 -0.037
0.037 0.024 -0.003
-0.260 0.124 -0.179
-0.004 0.026 0.113
0.309 -0.054 -0.128
-0.052 0.286 0.210
-0.039 -0.060 0.090
0.037 0.259 0.334
-0.126 -0.041 0.000
-0.043 -0.025 -0.023
-0.016 0.026 0.066
0.023 0.022 -0.015
0.007 -0.015 0.037
-0.013 0.001 -0.033
-0.014 -0.006 0.097
-0.020 -0.024 0.032
0.045 0.066 0.003
-0.025 0.057 -0.024
0.029 0.017 -0.043
-0.026 0.025 -0.040
-0.003 0.035 -0.028
0.028 -0.037 0.006
0.037 0.068 0.017

Output
HOMO level, eV: -8.97
Gap between HOMO and LUMO, eV: 6.01
Total charge: +1

=====

| no. | electronic energy (eV) |
| --- | --- |
| 1 | -162898.5165 |
| 2 | -239607.6207 |